1.
{"formula": "C20H36Cl2F4N2O23PdS4", "method": "ωB97M-V with the def2-TZVPD basis set", "spin_multiplicity": 3, "s2": 2.004, "gap_ha": [0.3512, 0.2385], "species": ["Pd", "N", "S", "O", "O", "F", "S", "O", "O", "F", "N", "S", "O", "O", "F", "S", "O", "O", "F", "Cl", "C", "C", "Cl", "H", "H", "H", "H", "C", "C", "O", "C", "O", "O", "H", "H", "H", "H", "C", "C", "O", "C", "O", "O", "H", "H", "H", "H", "C", "C", "O", "C", "O", "O", "C", "H", "H", "H", "H", "H", "H", "H", "H", "C", "C", "O", "C", "O", "O", "C", "H", "H", "H", "H", "H", "H", "H", "H", "C", "C", "O", "C", "O", "O", "C", "H", "H", "H", "H", "H", "H", "H", "H"], "xyz": [[-0.696, 0.107, -0.224], [-1.491, -0.745, -1.969], [-0.972, -0.703, -3.359], [-1.582, 0.306, -4.271], [-0.449, -1.917, -3.945], [0.403, 0.024, -2.884], [-2.588, -2.003, -2.407], [-2.198, -3.278, -1.948], [-3.605, -1.724, -3.433], [-3.552, -1.580, -1.174], [0.489, 1.593, 0.293], [0.593, 2.512, 1.543], [0.070, 3.909, 1.476], [1.671, 2.315, 2.498], [-0.557, 1.747, 2.326], [1.645, 2.541, -0.688], [2.835, 2.966, -0.058], [1.140, 3.384, -1.750], [2.049, 1.251, -1.418], [0.277, 2.626, -6.838], [1.189, 1.999, -5.507], [1.916, 0.847, -6.055], [3.199, 0.335, -4.928], [0.411, 1.748, -4.785], [1.893, 2.736, -5.122], [2.405, 1.134, -6.986], [1.313, -0.032, -6.278], [1.496, -0.084, 4.586], [1.538, -0.032, 6.138], [1.448, -1.406, 6.475], [1.701, -2.227, 5.418], [1.810, -3.450, 5.480], [1.682, -1.484, 4.239], [2.300, 0.508, 4.148], [0.507, 0.265, 4.289], [0.713, 0.462, 6.653], [2.424, 0.494, 6.495], [4.660, -0.070, 0.643], [3.749, -0.685, 1.633], [4.549, -0.953, 2.743], [5.838, -0.820, 2.384], [6.798, -1.013, 3.085], [5.957, -0.382, 1.117], [4.391, 0.980, 0.529], [4.578, -0.374, -0.400], [3.267, -1.593, 1.271], [3.132, 0.185, 1.860], [-3.180, 1.964, 4.692], [-3.317, 0.387, 4.474], [-2.374, 0.185, 3.399], [-2.412, -0.908, 2.454], [-1.635, -0.963, 1.570], [-3.329, -1.771, 2.789], [-3.454, -2.937, 1.973], [-2.941, 2.654, 3.883], [-2.387, 2.239, 5.388], [-4.065, 2.146, 5.302], [-4.241, -0.083, 4.138], [-3.033, -0.241, 5.318], [-3.885, -2.708, 0.999], [-4.108, -3.611, 2.525], [-2.458, -3.381, 2.005], [-3.835, 3.318, -4.518], [-2.846, 2.947, -3.434], [-3.026, 3.723, -2.192], [-2.639, 3.097, -1.066], [-2.291, 1.899, -0.863], [-3.071, 3.811, -0.002], [-3.098, 3.459, 1.428], [-4.860, 3.293, -4.150], [-3.677, 2.704, -5.405], [-3.527, 4.301, -4.875], [-1.822, 3.142, -3.750], [-2.855, 1.917, -3.077], [-2.186, 3.625, 2.001], [-3.218, 2.383, 1.550], [-3.897, 3.985, 1.950], [3.002, -3.038, -4.009], [2.263, -3.606, -2.892], [1.869, -2.538, -2.111], [1.218, -2.535, -0.932], [1.060, -1.540, -0.172], [0.784, -3.728, -0.606], [0.308, -4.126, 0.697], [3.498, -3.892, -4.470], [3.813, -2.343, -3.791], [2.434, -2.552, -4.803], [2.829, -4.205, -2.178], [1.410, -4.203, -3.214], [1.098, -4.762, 1.096], [-0.628, -4.681, 0.646], [0.366, -3.244, 1.335]], "lowdin_spin": [1.6261, 0.0290, 0.0052, 0.0070, 0.0039, 0.0192, 0.0015, 0.0012, 0.0033, 0.0002, 0.0541, 0.0070, 0.0109, 0.0028, 0.0015, 0.0110, 0.0202, 0.0052, 0.0049, 0.0000, 0.0000, 0.0000, 0.0000, 0.0000, 0.0000, 0.0000, 0.0000, 0.0000, 0.0000, 0.0000, 0.0000, 0.0000, 0.0000, 0.0000, 0.0000, 0.0000, 0.0000, 0.0000, 0.0001, 0.0000, 0.0000, 0.0000, 0.0000, 0.0000, 0.0000, 0.0001, 0.0000, 0.0000, 0.0001, 0.0009, 0.0055, 0.0428, 0.0045, 0.0001, 0.0000, 0.0000, 0.0000, 0.0001, 0.0001, 0.0000, 0.0000, 0.0000, 0.0000, 0.0000, 0.0031, 0.0049, 0.0482, 0.0011, -0.0001, 0.0000, 0.0000, 0.0000, 0.0000, 0.0000, 0.0001, -0.0001, 0.0000, 0.0000, 0.0006, 0.0059, 0.0092, 0.0521, 0.0058, 0.0001, 0.0000, 0.0000, 0.0000, 0.0002, 0.0003, 0.0001, 0.0001, 0.0000]}



2.
{"formula": "C3H9N2", "method": "ωB97M-V with the def2-TZVPD basis set", "gap_ha": 0.2237, "charge": 1, "species": ["C", "C", "N", "C", "N", "H", "H", "H", "H", "H", "H", "H", "H", "H"], "xyz": [[-0.852, -0.430, 1.585], [-1.215, -0.838, 0.134], [2.104, 1.031, -0.745], [0.686, 0.843, -0.578], [0.016, -0.554, -0.603], [-0.158, -1.165, 1.897], [-0.163, 0.388, 1.492], [-1.577, -0.311, 2.359], [-1.551, -1.884, 0.043], [-2.078, -0.300, -0.330], [2.359, 0.645, -1.643], [2.348, 2.022, -0.644], [0.228, 1.405, -1.394], [-0.147, -0.852, -1.573]], "nbo_charge": [-0.5757, -0.2251, -0.7198, 0.5469, -0.6792, 0.2328, 0.1771, 0.2522, 0.2441, 0.1903, 0.4566, 0.4243, 0.2431, 0.4325]}



3.
{"formula": "CH2FNO2", "method": "ωB97M-V with the def2-TZVPD basis set", "spin_multiplicity": 3, "s2": 2.008, "gap_ha": [0.3268, 0.2444], "species": ["C", "N", "O", "O", "F", "H", "H"], "xyz": [[0.195, 0.561, 0.106], [-0.532, -0.696, -0.116], [-0.729, -1.010, -1.257], [-0.738, -1.197, 0.955], [1.641, 0.275, -0.244], [-0.015, 1.381, -0.594], [0.177, 0.686, 1.150]], "nbo_charge": [0.1677, 0.2761, -0.2983, -0.1894, -0.3813, 0.2199, 0.2053]}



What did the third record say?
{"formula": "CH2FNO2", "method": "ωB97M-V with the def2-TZVPD basis set", "spin_multiplicity": 3, "s2": 2.008, "gap_ha": [0.3268, 0.2444], "species": ["C", "N", "O", "O", "F", "H", "H"], "xyz": [[0.195, 0.561, 0.106], [-0.532, -0.696, -0.116], [-0.729, -1.010, -1.257], [-0.738, -1.197, 0.955], [1.641, 0.275, -0.244], [-0.015, 1.381, -0.594], [0.177, 0.686, 1.150]], "nbo_charge": [0.1677, 0.2761, -0.2983, -0.1894, -0.3813, 0.2199, 0.2053]}